The following is a DFT calculation (ωB97M-V/def2-TZVPD) of 15 unconnected molecules or ions with the total composition C35H55Cl42IO7P2S.

Structure (XYZ):
```
143
C35H55Cl42IO7P2S ωB97M-V/def2-TZVPD
C -5.0396 2.1674 -2.1300
O -4.5597 2.7353 -3.3333
C -3.6228 3.7633 -3.0991
C -2.2048 3.1874 -2.8976
C -1.6062 3.5086 -1.5125
C -0.5970 4.6520 -1.4985
C -0.0733 4.8606 -0.0595
C 1.2876 4.1493 0.1841
C 1.1951 3.0820 1.2600
C 2.4242 2.1636 1.4123
C 2.9377 1.6002 0.0779
C 1.8617 1.0252 -0.8641
C 2.1924 1.2909 -2.3478
C 0.9335 1.4984 -3.2081
C 3.1772 0.2093 -2.8663
C 2.5528 -0.8991 -3.7117
C 1.4623 -1.6719 -3.0283
C 0.5451 -2.3684 -3.7845
C 0.4937 -3.8820 -3.7997
C -0.4562 -1.6889 -4.6816
P 3.8352 3.1197 2.2707
O 4.9052 1.9604 2.6835
O 4.6464 3.8751 1.0778
C 2.0608 1.0288 2.3739
C 1.0837 1.4239 3.4851
P 1.5492 0.3879 4.9769
O 0.4781 0.7983 6.1386
I 1.0125 -1.8964 4.3007
O 1.1852 2.7725 3.9318
S 0.6906 3.8226 2.8253
O -0.7405 3.8233 2.8812
O 1.3201 5.0851 3.0013
H -6.0371 1.7727 -2.3196
H -4.4105 1.3356 -1.8168
H -5.0973 2.8845 -1.3083
H -3.9038 4.4107 -2.2638
H -3.6114 4.3864 -3.9938
H -2.3124 2.1047 -2.9708
H -1.5414 3.4803 -3.7097
H -2.4342 3.7890 -0.8576
H -1.1606 2.5948 -1.1131
H 0.2261 4.3484 -2.1494
H -1.0131 5.5655 -1.9210
H 0.0077 5.9287 0.1234
H -0.7965 4.4041 0.6094
H 1.5960 3.7129 -0.7633
H 2.0020 4.9307 0.4376
H 0.3646 2.4254 0.9908
H 3.5583 2.3508 -0.4092
H 3.6186 0.7838 0.3271
H 0.8522 1.3672 -0.6355
H 1.8668 -0.0581 -0.7437
H 2.7438 2.2338 -2.3703
H 0.0553 1.0902 -2.7109
H 1.0314 1.1473 -4.2291
H 0.7505 2.5714 -3.2767
H 3.5978 -0.2821 -1.9823
H 4.0355 0.6660 -3.3547
H 3.3355 -1.6180 -3.9694
H 2.1789 -0.4943 -4.6591
H 1.4047 -1.7128 -1.9429
H 1.5121 -4.2446 -3.8989
H -0.0268 -4.1835 -4.7093
H -0.0069 -4.3218 -2.9345
H -0.4388 -0.6126 -4.5524
H -1.4398 -2.1260 -4.5321
H -0.2117 -1.8679 -5.7407
H 4.7089 1.6929 3.5918
H 4.1372 4.6243 0.7409
H 2.9543 0.5913 2.8288
H 1.6026 0.2165 1.8070
H 0.0651 1.1446 3.2011
H -0.3296 0.2636 6.1012
C 0.5574 -4.3246 7.4596
Cl 1.8256 -4.3964 8.6802
Cl -0.0506 -5.9374 7.0762
Cl -0.7594 -3.2761 7.9836
H 0.9829 -3.9079 6.5572
C -4.6621 -2.7474 -6.2611
Cl -3.0952 -3.4682 -6.6733
Cl -5.5713 -3.7799 -5.1536
Cl -4.4249 -1.1408 -5.5709
H -5.2320 -2.6457 -7.1766
C -3.8020 -4.1165 5.0560
Cl -2.6120 -2.8225 4.8793
Cl -4.0894 -4.9091 3.5068
Cl -3.2821 -5.2828 6.2743
H -4.7322 -3.6741 5.3862
C 5.2568 -4.6832 6.3069
Cl 4.0994 -3.5512 5.6011
Cl 5.5567 -4.3007 8.0016
Cl 4.6895 -6.3439 6.1288
H 6.1907 -4.5855 5.7705
C 7.3925 1.4924 -4.4850
Cl 6.4154 2.6506 -3.5788
Cl 6.4214 0.1013 -4.9695
Cl 8.1307 2.2615 -5.8892
H 8.1841 1.1413 -3.8371
C 3.9689 7.7966 -0.1038
Cl 4.2590 6.6455 -1.4142
Cl 3.0404 7.0274 1.1851
Cl 5.4866 8.4412 0.5124
H 3.3854 8.6178 -0.4976
C -0.7849 2.0079 8.9843
Cl 0.5235 2.0125 10.1662
Cl -1.3180 0.3571 8.6494
Cl -2.1383 2.9816 9.5526
H -0.4106 2.4300 8.0599
C -5.4347 -7.6740 -7.1012
Cl -6.8829 -7.7032 -6.0912
Cl -5.7870 -8.3055 -8.7121
Cl -4.7767 -6.0421 -7.1900
H -4.6906 -8.3123 -6.6434
C 1.9122 -5.7807 -0.1939
Cl 0.4076 -5.9129 0.7282
Cl 1.7424 -6.3992 -1.8361
Cl 2.4613 -4.1049 -0.2225
H 2.6646 -6.3749 0.3063
C 7.1721 2.2466 5.5851
Cl 8.1263 2.3926 7.0592
Cl 7.9205 1.1159 4.4598
Cl 5.5183 1.7481 5.9645
H 7.1279 3.2179 5.1106
C -8.4036 -1.9866 -7.3337
Cl -7.9625 -1.4916 -5.6995
Cl -7.7805 -0.8373 -8.5193
Cl -7.8158 -3.6162 -7.6850
H -9.4827 -1.9963 -7.4045
C -5.5662 -0.6328 0.9458
Cl -4.5440 0.7835 0.7008
Cl -5.7962 -1.5024 -0.5721
Cl -4.8799 -1.6944 2.1771
H -6.5337 -0.2941 1.2910
C -2.9205 4.2638 5.6916
Cl -4.5259 4.6851 5.0931
Cl -2.3758 5.4323 6.8955
Cl -2.9181 2.6232 6.3532
H -2.2320 4.2912 4.8580
C -2.2140 -8.2492 -2.6963
Cl -3.2439 -7.1454 -3.6113
Cl -1.5881 -7.4488 -1.2576
Cl -3.0883 -9.7228 -2.2725
H -1.3762 -8.5237 -3.3234
```

The multiplicity is 1. The gap between HOMO and LUMO comes out at 6.807 eV.


The following is a DFT calculation (ωB97M-V/def2-TZVPD) of a molecular structure, C35H55MnN4PSb.

Structure (XYZ):
```
97
C35H55MnN4PSb ωB97M-V/def2-TZVPD
Mn 0.2257 -0.6220 0.0310
C -3.7239 -0.6670 -3.5719
C -2.4778 -1.2665 -3.4624
C -1.8509 -1.3370 -2.2281
C -2.4358 -0.8066 -1.0759
C -3.6768 -0.1834 -1.2056
C -4.3122 -0.1284 -2.4374
N -1.6724 -0.8259 0.1226
C -2.2141 -0.9632 1.3625
C -3.5664 -1.2253 1.6813
C -3.9730 -1.2168 2.9906
C -3.0983 -0.9564 4.0666
C -1.7718 -0.7865 3.8144
C -1.3244 -0.8304 2.4754
N -0.0141 -0.8568 2.1078
N 0.9481 -0.5413 2.8655
C 2.1417 -0.6344 2.1530
C 3.3367 -0.7225 2.8577
C 4.5150 -0.8482 2.1548
C 4.4736 -0.8594 0.7524
C 3.2595 -0.7311 0.1289
N 2.0953 -0.6175 0.8052
H -4.2275 -0.6149 -4.5272
H -1.9963 -1.6890 -4.3346
H -0.8804 -1.8181 -2.1578
H -4.1457 0.2927 -0.3587
H -5.2768 0.3569 -2.5107
H -4.2827 -1.4570 0.9093
H -5.0126 -1.4278 3.2084
H -3.4757 -0.9493 5.0792
H -1.0501 -0.6679 4.6113
H 3.3064 -0.7094 3.9378
H 5.4552 -0.9387 2.6821
H 5.3728 -0.9524 0.1606
H 3.1920 -0.7087 -0.9524
C 1.9148 4.7145 0.4430
C 2.0701 3.1977 0.5196
C 3.2098 2.7386 -0.3892
C 2.3887 2.8081 1.9620
Sb 0.2206 2.2202 -0.1327
C -1.4359 3.3200 0.7915
C -1.5647 4.7018 0.1532
C -1.1488 3.4390 2.2850
C -2.7293 2.5444 0.5741
C 0.1066 2.4499 -2.3109
C -1.3490 2.3408 -2.7538
C 0.6646 3.7884 -2.7999
C 0.9143 1.2951 -2.9037
H 2.8780 5.1712 0.6924
H 1.1936 5.0803 1.1718
H 1.6318 5.0678 -0.5463
H 4.1200 3.2726 -0.0984
H 3.0336 2.9557 -1.4395
H 3.4164 1.6734 -0.2820
H 3.3764 3.2057 2.2175
H 2.4259 1.7318 2.1060
H 1.6782 3.2242 2.6749
H -0.7311 5.3569 0.3937
H -2.4727 5.1774 0.5365
H -1.6664 4.6490 -0.9308
H -0.2680 4.0472 2.4925
H -1.0256 2.4618 2.7585
H -2.0012 3.9333 2.7619
H -2.9761 2.4394 -0.4799
H -3.5447 3.0951 1.0540
H -2.6892 1.5584 1.0320
H -1.9321 3.2031 -2.4335
H -1.8318 1.4335 -2.3943
H -1.3819 2.3162 -3.8475
H 0.1248 4.6333 -2.3707
H 0.5397 3.8459 -3.8850
H 1.7255 3.9113 -2.5940
H 0.4761 0.3213 -2.6544
H 1.9601 1.3104 -2.5914
H 0.8984 1.3620 -3.9965
C -1.7638 -4.3124 0.2365
C -0.6297 -4.2871 -0.7882
P 0.7530 -3.1658 -0.3564
C 2.0724 -3.5176 -1.5929
C 2.0388 -4.8858 -2.2781
C 1.3740 -3.8048 1.2479
C 1.7881 -5.2760 1.2640
H -2.5251 -5.0235 -0.0819
H -2.2390 -3.3406 0.3384
H -1.4170 -4.6276 1.2215
H -1.0002 -4.0028 -1.7748
H -0.2011 -5.2836 -0.9027
H 3.0234 -3.3776 -1.0698
H 2.0228 -2.7318 -2.3516
H 2.0701 -5.7075 -1.5662
H 2.9058 -4.9796 -2.9311
H 1.1495 -5.0043 -2.8959
H 0.5835 -3.6181 1.9793
H 2.2207 -3.1800 1.5417
H 0.9718 -5.9306 0.9580
H 2.0805 -5.5712 2.2708
H 2.6399 -5.4578 0.6100
```

The multiplicity is 5. Its expectation value of S² is 6.18. The net charge is +2. The gap between HOMO and LUMO (alpha / beta) comes out at 5.476 / 5.955 eV.


no.,F_max (eV/A),calculated total energy (eV)
1,2.53,-614972.35742
2,1.12,-90281.23730